(1)
DFT (ωB97M-V/def2-TZVPD) results for an isolated molecule of C20H26N2O4S.

Each line ends with the Mulliken charge.
CARTESIAN COORDINATES (ANGSTROEM)
C -1.99 -4.05 0.18  -1.84
C -2.03 -2.60 -0.33  2.01
C -3.30 -1.93 0.20  -1.84
C -2.09 -2.60 -1.86  -1.57
C -0.76 -1.89 0.12  0.29
C 0.48 -2.36 -0.31  -0.67
C 1.67 -1.75 0.06  -1.49
C 1.64 -0.64 0.88  0.97
O 2.73 0.10 1.28  -0.39
C 4.04 -0.23 0.86  -0.53
C 4.82 1.08 0.73  -0.81
C 4.63 1.72 -0.65  -1.05
C 3.18 1.59 -1.12  0.62
O 2.85 0.81 -1.98  -0.60
N 2.33 2.43 -0.46  0.01
C 0.94 2.40 -0.45  0.33
C 0.19 1.59 -1.32  -0.31
C -1.18 1.55 -1.20  -0.25
C -1.81 2.31 -0.24  0.30
S -3.57 2.20 -0.02  1.31
N -3.66 1.43 1.48  -0.50
O -4.13 3.51 0.12  -0.68
O -4.12 1.30 -1.00  -0.64
C -1.10 3.15 0.59  -1.10
C 0.28 3.19 0.49  -0.79
C 0.42 -0.18 1.35  -0.73
C -0.76 -0.79 0.98  0.21
H -1.93 -4.06 1.27  0.41
H -2.90 -4.58 -0.12  0.46
H -1.14 -4.59 -0.21  0.34
H -3.31 -1.91 1.28  0.41
H -3.40 -0.92 -0.19  0.17
H -4.17 -2.50 -0.13  0.48
H -1.23 -3.09 -2.30  0.34
H -2.99 -3.11 -2.20  0.47
H -2.13 -1.57 -2.23  0.22
H 0.54 -3.22 -0.95  0.38
H 2.59 -2.17 -0.30  0.36
H 4.04 -0.75 -0.11  0.32
H 4.50 -0.89 1.61  0.42
H 5.88 0.89 0.89  0.45
H 4.47 1.75 1.52  0.30
H 4.93 2.77 -0.63  0.39
H 5.24 1.20 -1.38  0.37
H 2.73 3.01 0.26  0.21
H 0.70 0.99 -2.05  0.49
H -1.78 0.92 -1.84  0.49
H -4.19 0.58 1.42  0.23
H -4.05 2.05 2.18  0.29
H -1.63 3.75 1.31  0.41
H 0.85 3.83 1.15  0.36
H 0.40 0.67 2.01  0.47
H -1.68 -0.38 1.35  0.49

Computed properties:
multiplicity: 1
SMILES string: CC(C)(C)c1ccc(OCCCC(=O)Nc2ccc(S(N)(=O)=O)cc2)cc1
E_HOMO: -8.1 eV
ΔE to the lowest compared entry with this formula, charge and spin: 45.74 kcal/mol
HOMO-LUMO gap: 0.3179 Ha

***

(2)
DFT (ωB97M-V/def2-TZVPD) results for an isolated molecule of C20H26N2O5.

Each line ends with the Mulliken charge.
CARTESIAN COORDINATES (ANGSTROEM)
O -4.32 1.94 -0.15  -0.66
C -3.69 1.02 -0.66  0.31
N -4.29 0.05 -1.39  -0.08
C -5.72 -0.09 -1.40  -1.35
C -6.20 -1.21 -0.43  0.57
C -7.18 -0.67 0.62  -0.95
C -6.21 -0.10 1.66  -0.45
C -5.06 -1.11 1.59  -0.48
O -5.12 -1.74 0.32  -0.53
C -2.21 0.92 -0.55  0.30
C -1.42 0.29 -1.51  -0.60
C -0.05 0.24 -1.35  -0.75
C 0.56 0.79 -0.22  0.98
N 1.95 0.69 -0.14  0.09
C 2.76 1.02 0.90  -0.25
O 2.38 1.48 1.96  -0.69
C 4.25 0.78 0.65  -0.11
C 4.75 1.31 -0.70  -0.61
C 6.27 1.18 -0.77  -0.93
C 6.68 -0.28 -0.58  -0.45
C 6.17 -0.82 0.75  -1.24
C 4.64 -0.69 0.86  0.32
C 4.01 -1.68 -0.09  0.10
O 3.46 -1.44 -1.14  -0.59
O 4.15 -2.93 0.35  -0.48
C -0.23 1.42 0.74  -0.57
C -1.60 1.49 0.56  -1.00
H -3.77 -0.80 -1.57  0.29
H -6.05 -0.32 -2.42  0.38
H -6.13 0.88 -1.11  0.44
H -6.62 -2.05 -1.00  0.46
H -7.75 -1.50 1.05  0.34
H -7.86 0.07 0.22  0.37
H -5.86 0.88 1.35  0.16
H -6.64 -0.04 2.65  0.45
H -5.16 -1.89 2.35  0.36
H -4.08 -0.63 1.71  0.21
H -1.86 -0.12 -2.40  0.52
H 0.56 -0.24 -2.10  0.41
H 2.38 0.21 -0.91  -0.04
H 4.75 1.35 1.44  0.75
H 4.31 0.75 -1.53  0.25
H 4.46 2.36 -0.81  0.44
H 6.63 1.54 -1.73  0.41
H 6.73 1.78 0.02  0.35
H 7.76 -0.38 -0.62  0.36
H 6.26 -0.88 -1.40  0.31
H 6.46 -1.87 0.88  0.43
H 6.62 -0.25 1.56  0.45
H 4.34 -1.00 1.87  0.66
H 3.77 -3.56 -0.27  0.39
H 0.23 1.86 1.60  0.52
H -2.21 1.99 1.29  0.45

Computed properties:
multiplicity: 1
SMILES string: O=C(NC[C@@H]1CCCO1)c1ccc(NC(=O)[C@@H]2CCCC[C@@H]2C(=O)O)cc1
E_HOMO: -8.4 eV
ΔE to the lowest compared entry with this formula, charge and spin: 0.00 kcal/mol
HOMO-LUMO gap: 0.3282 Ha

***

(3)
DFT (ωB97M-V/def2-TZVPD) results for an isolated molecule of C20H26N2O5.

Each line ends with the Mulliken charge.
CARTESIAN COORDINATES (ANGSTROEM)
C -5.42 -3.29 0.95  -1.16
C -5.88 -1.87 1.22  -0.38
O -5.05 -0.92 0.55  -0.24
C -5.31 -0.67 -0.73  -0.04
O -6.22 -1.18 -1.34  -0.63
C -4.37 0.34 -1.37  0.76
C -2.90 -0.11 -1.33  -1.22
C -2.27 0.06 0.06  -0.54
N -2.43 1.42 0.51  0.05
C -1.45 2.37 0.54  0.27
O -1.70 3.55 0.69  -0.67
C -0.04 1.88 0.43  0.27
C 0.49 1.00 1.36  -0.24
C 1.82 0.62 1.30  -0.45
C 2.64 1.14 0.30  0.93
N 3.99 0.81 0.19  -0.11
C 4.72 -0.10 0.89  0.17
O 4.31 -0.82 1.77  -0.67
C 6.19 -0.10 0.45  0.31
C 6.79 -1.52 0.49  -0.75
C 7.23 -1.77 -0.96  -0.51
C 6.42 -0.74 -1.73  -0.45
O 6.35 0.39 -0.88  -0.52
C 2.11 2.05 -0.62  -0.80
C 0.79 2.42 -0.55  -0.93
C -3.81 1.83 0.62  -0.92
C -4.51 1.74 -0.74  -1.06
H -6.04 -3.99 1.51  0.42
H -4.38 -3.42 1.25  0.29
H -5.51 -3.52 -0.11  0.31
H -5.80 -1.62 2.28  0.34
H -6.91 -1.73 0.87  0.37
H -4.69 0.40 -2.41  0.35
H -2.82 -1.15 -1.63  0.44
H -2.34 0.50 -2.04  0.42
H -1.21 -0.19 0.00  0.60
H -2.76 -0.60 0.78  0.12
H -0.13 0.60 2.15  0.47
H 2.23 -0.06 2.02  0.52
H 4.51 1.28 -0.54  0.20
H 6.72 0.59 1.11  0.39
H 6.01 -2.22 0.80  0.32
H 7.61 -1.59 1.19  0.34
H 8.30 -1.57 -1.07  0.25
H 7.03 -2.79 -1.29  0.32
H 5.41 -1.12 -1.94  0.25
H 6.89 -0.41 -2.66  0.36
H 2.75 2.46 -1.39  0.35
H 0.38 3.13 -1.25  0.45
H -3.83 2.86 0.98  0.52
H -4.31 1.18 1.35  0.27
H -5.56 2.00 -0.63  0.47
H -4.05 2.46 -1.41  0.42

Computed properties:
multiplicity: 1
SMILES string: CCOC(=O)C1CCN(C(=O)c2ccc(NC(=O)[C@H]3CCCO3)cc2)CC1
E_HOMO: -8.6 eV
ΔE to the lowest compared entry with this formula, charge and spin: 14.62 kcal/mol
HOMO-LUMO gap: 0.3377 Ha